88
Properties=species:S:1:pos:R:3:forces:R:3 method="wB97M-V/def2-TZVPD" total_charge=0 homo_ha="-0.2754 / -0.2756" homo_lumo_gap_ev="4.404 / 4.987" e_lumo_ev="-3.091 / -2.513" spin_multiplicity=2
Ru 0.207393 -0.794861 -0.891257 0.74 0.07 2.01
C 1.182993 -3.651861 3.471143 0.04 0.12 -0.21
C 0.348693 -3.226561 2.261243 0.01 -0.22 0.08
C -0.393707 -4.426261 1.666743 0.12 0.21 -0.05
C -0.613007 -2.119561 2.633443 0.30 0.38 -0.25
C -1.693307 -2.368461 3.460043 -0.05 -0.02 0.06
C -2.609007 -1.372761 3.752943 0.05 -0.06 -0.07
C -2.464407 -0.122661 3.179643 -0.06 -0.09 0.07
C -1.400707 0.176739 2.338043 0.28 -0.04 -0.07
C -1.383707 1.544139 1.689543 0.08 0.02 -0.14
C -0.017807 2.223239 1.644243 -0.01 0.03 -0.05
C -1.960007 1.465239 0.274843 0.10 -0.03 0.15
C -0.438407 -0.825161 2.095643 -1.14 -0.53 1.01
N 0.651093 -0.617061 1.267843 -1.55 0.31 -4.29
C 1.885493 -0.417561 1.746543 1.81 0.30 0.16
C 2.162993 -0.070461 3.088943 -0.36 -0.19 -0.54
C 3.445393 0.215139 3.497443 0.29 0.00 -0.03
C 4.511893 0.148939 2.608543 -0.11 -0.07 -0.04
C 4.288793 -0.240261 1.292043 -0.06 -0.02 0.01
C 3.004193 -0.513861 0.889643 -0.43 -0.08 0.34
F 2.769393 -0.962461 -0.381257 0.26 0.04 0.19
H 1.835793 -4.482261 3.207443 0.08 -0.09 0.02
H 0.535893 -3.966461 4.287243 -0.05 -0.07 0.10
H 1.799893 -2.825861 3.820443 0.05 0.03 0.08
H 1.024393 -2.855961 1.480843 -0.12 -0.03 0.22
H -0.989707 -4.936561 2.418743 -0.11 -0.09 0.07
H 0.324593 -5.136561 1.259243 0.03 -0.13 -0.01
H -1.046207 -4.097861 0.860243 -0.12 -0.06 -0.05
H -1.831207 -3.355461 3.873943 0.00 -0.15 0.08
H -3.437407 -1.579961 4.414943 -0.08 0.01 0.03
H -3.202007 0.641639 3.386543 0.00 0.10 0.00
H -2.053407 2.178139 2.286743 0.07 -0.12 -0.08
H 0.592393 1.809939 0.840843 0.04 0.15 0.07
H 0.510593 2.104239 2.586743 0.10 0.06 0.11
H -0.145807 3.285139 1.447143 0.01 0.10 -0.04
H -1.287207 0.876339 -0.383457 -0.39 0.46 0.15
H -2.033507 2.459139 -0.158957 0.10 -0.05 -0.16
H -2.943607 1.000539 0.273743 -0.12 -0.12 -0.03
H 1.333593 -0.020161 3.776343 -0.09 0.06 0.11
H 3.619193 0.500539 4.524043 0.02 0.02 0.08
H 5.512193 0.384339 2.936243 0.08 0.02 0.01
H 5.101693 -0.324361 0.586243 0.01 -0.02 -0.09
F -1.336707 -0.291861 -2.784357 -0.11 0.16 1.00
B -0.612907 -0.779361 -3.924457 0.05 0.00 0.01
F 0.594593 -1.264961 -3.351957 0.40 -0.16 0.53
F -1.328207 -1.824361 -4.446057 -0.38 -0.66 -0.29
F -0.362907 0.207239 -4.808357 0.09 0.54 -0.42
C -5.343307 -1.739761 -0.505457 0.01 0.02 0.06
C -4.140407 -1.723561 -1.450757 -0.79 0.00 -0.43
C -2.894307 -1.704261 -0.748857 0.91 -0.04 0.58
N -1.884907 -1.703161 -0.197057 0.64 0.21 -0.79
H -6.258307 -1.849761 -1.083457 0.01 -0.02 0.00
H -5.398307 -0.806961 0.050143 -0.02 0.02 0.08
H -5.265607 -2.563861 0.201143 -0.07 -0.01 0.01
H -4.156907 -0.833361 -2.084757 0.07 -0.06 -0.08
H -4.148607 -2.600961 -2.106257 0.09 0.12 0.02
C 0.011793 6.492739 -3.596557 0.04 -0.05 -0.03
C 0.580593 6.201639 -2.247657 0.28 -0.54 0.09
C 0.414793 7.068539 -1.185257 0.10 -0.15 0.18
C 0.898393 6.739739 0.073243 0.16 -0.48 -0.25
Cl 0.676193 7.831139 1.389743 -0.08 0.34 0.37
C 1.542393 5.531839 0.289543 -0.15 0.44 0.02
C 1.729393 4.659239 -0.765357 -0.03 -0.13 -0.51
C 1.269093 4.986139 -2.041857 -0.10 0.53 0.58
O 1.434093 4.218239 -3.139757 -0.09 0.41 -0.38
C 1.881193 2.908539 -3.006657 -0.41 -1.19 0.84
C 0.900193 2.054039 -2.084457 -0.11 3.08 -1.70
O -0.201607 2.519339 -1.884657 -0.54 -0.44 0.15
O 1.453593 1.036039 -1.626057 0.30 -4.11 1.67
H -0.710607 7.300839 -3.539557 -0.08 0.10 -0.04
H -0.468507 5.594939 -3.980357 -0.07 0.03 -0.12
H 0.796893 6.772539 -4.297057 0.04 0.00 -0.13
H -0.108107 8.000939 -1.332857 -0.07 0.11 0.00
H 1.895693 5.275939 1.276643 0.02 -0.01 0.09
H 2.209893 3.711639 -0.571857 0.07 -0.06 -0.05
H 2.886893 2.826839 -2.574757 -0.04 0.17 -0.17
H 1.865593 2.476339 -4.009857 0.08 -0.01 0.16
Br -1.872507 -5.577461 -3.608957 0.12 0.16 0.02
C -0.370007 -4.878261 -2.706957 -0.03 -0.11 0.15
C 0.802293 -5.609361 -2.620057 -0.12 0.28 -0.03
C 1.840093 -5.068661 -1.878957 -0.22 0.02 0.08
C 1.653493 -3.852161 -1.239157 0.59 -0.15 0.21
N 0.529093 -3.154161 -1.345657 -0.10 1.60 -0.16
C -0.456407 -3.643861 -2.084357 -0.52 -0.28 -0.32
H 0.888293 -6.556861 -3.129757 0.07 -0.08 0.02
H 2.775993 -5.597561 -1.789957 0.09 0.05 0.09
H 2.434993 -3.441161 -0.614557 0.00 0.15 -0.07
H -1.350807 -3.050861 -2.197057 0.10 0.01 -0.06


93
Properties=species:S:1:pos:R:3:forces:R:3 method="wB97M-V/def2-TZVPD" total_charge=+2 homo_ha="-0.4637 / -0.4638" homo_lumo_gap_ev="6.957 / 6.970" e_lumo_ev="-5.660 / -5.651" spin_multiplicity=3
Pr 0.446690 0.202584 -0.636147 -1.13 -0.26 0.59
N -3.289126 -0.349086 -1.818918 0.07 -0.98 0.35
C -3.057403 -1.825872 -1.758710 -0.16 0.07 -0.19
C -1.929081 -2.334500 -2.665373 -0.35 0.02 0.75
N -0.791887 -1.390382 -2.773173 0.09 -0.20 -0.71
C 0.217626 -2.054531 -3.633556 0.66 -0.39 0.89
C 1.261890 -2.795088 -2.769913 -0.53 0.33 -0.07
N 1.858147 -1.839965 -1.799052 0.00 -0.29 -0.02
H -4.281881 -0.158541 -1.748331 -0.01 0.03 0.03
H -2.843900 0.097138 -1.009035 -0.28 0.00 -0.12
H -2.859276 -2.155348 -0.732613 -0.13 0.18 -0.13
H -3.950117 -2.341442 -2.124718 -0.04 0.14 0.35
H -1.600528 -3.288778 -2.237044 0.21 0.20 0.04
H -2.333434 -2.622072 -3.645960 0.19 0.48 -0.10
H -1.142935 -0.617867 -3.357472 0.12 -0.04 0.42
H -0.276582 -2.795869 -4.255693 0.04 -0.05 -0.32
H 0.701674 -1.334405 -4.301626 0.01 0.07 0.19
H 0.769190 -3.630414 -2.236205 0.28 0.49 -0.09
H 2.023562 -3.221722 -3.421056 0.05 -0.10 -0.04
H 2.605938 -2.293762 -1.265333 -0.39 0.09 -0.18
H 2.315323 -1.077405 -2.311712 -0.04 -0.49 0.00
Br 7.254470 -2.291809 0.660951 -0.31 0.30 -0.10
C 5.599150 -1.399890 0.518837 0.33 0.47 -0.20
C 4.582610 -1.701843 1.410074 -0.04 -0.54 0.46
C 3.332321 -1.120717 1.220412 0.30 -0.08 0.34
N 3.056060 -0.274359 0.224853 0.22 0.29 -0.06
C 4.082632 0.113117 -0.566787 0.07 -0.94 0.71
C 5.383010 -0.407768 -0.446189 -0.49 0.14 -0.35
C 3.723703 1.064494 -1.620682 0.05 2.03 -1.30
C 4.573830 2.169966 -1.913094 -0.63 -1.10 0.11
C 4.153454 3.075238 -2.872421 -0.61 0.17 -0.02
Br 5.193247 4.633377 -3.143191 -0.40 -0.42 -0.08
C 2.940979 2.849773 -3.587892 1.81 0.79 0.34
C 2.255991 1.701984 -3.329424 -0.47 -0.16 0.79
N 2.550127 0.899834 -2.271847 0.48 -0.07 -0.31
H 4.778944 -2.409512 2.240575 -0.33 0.57 -0.68
H 2.539252 -1.331321 1.932141 -0.07 -0.03 -0.24
H 6.155122 -0.073760 -1.154405 -0.32 -0.34 0.49
H 5.502442 2.299385 -1.359824 -0.23 0.05 -0.19
H 2.617792 3.591093 -4.305741 -0.03 -0.24 -0.20
H 1.390930 1.448884 -3.948787 0.08 -0.02 0.47
N -2.032162 0.972775 -3.746416 -0.42 0.31 -0.13
C -1.627600 2.209670 -3.283899 -0.04 -0.53 -0.95
N -2.006075 3.265067 -3.982470 -0.36 0.97 0.20
C -1.733742 4.468051 -3.426656 -0.57 -0.40 -1.26
N -2.227329 5.590553 -3.992565 0.36 -0.64 0.16
N -0.998332 4.606843 -2.337209 0.38 -0.03 0.79
C -0.551472 3.503486 -1.756493 -1.75 -0.37 -2.75
N -0.813976 2.250519 -2.198347 0.47 0.03 0.94
C 0.269947 3.758519 -0.629272 1.86 0.15 2.59
C 0.225993 5.056391 -0.087126 -0.26 0.22 -0.53
C 1.050996 5.416627 0.966288 0.53 -1.94 -0.11
C 1.851086 4.375616 1.520937 -1.06 0.99 -0.59
C 1.790374 3.110358 0.955222 0.16 -0.22 -0.16
N 1.061589 2.769326 -0.122980 -0.89 1.01 0.05
H -2.522522 1.047828 -4.651510 0.28 0.24 0.80
H -2.642705 0.409201 -2.993128 0.61 0.51 -0.59
H -2.729068 5.539656 -4.863474 -0.01 -0.07 0.08
H -1.964060 6.490590 -3.619270 -0.05 -0.23 -0.04
H -0.478438 5.750178 -0.590114 0.80 -0.46 0.69
H 1.078445 6.427879 1.321861 -0.02 0.20 0.30
H 2.435689 4.569034 2.407322 0.24 -0.11 -0.07
H 2.349911 2.280618 1.364465 0.24 0.16 0.15
C 0.841183 1.559102 4.457421 -0.03 0.70 0.53
C 0.712874 0.934862 3.166227 0.58 -0.96 -1.76
N 0.751595 0.459071 2.109488 -0.30 0.57 1.00
H 1.777335 2.168336 4.489224 -0.72 -0.54 -0.01
H 0.831956 0.817852 5.268450 0.07 0.20 -0.31
H -0.028969 2.220376 4.562505 0.23 -0.05 0.16
S -2.181703 3.042577 2.352488 0.05 -0.52 -0.33
C -2.038739 1.845710 1.267295 0.46 -0.35 -0.64
N -1.870236 0.989341 0.451318 0.68 0.69 0.41
S -1.274257 -4.372979 4.799890 1.03 -0.28 -0.09
C -1.098751 -3.401518 3.362384 0.87 0.23 -1.39
C -0.086248 -3.779008 2.451907 0.18 -0.33 0.40
C 0.091849 -3.068708 1.263623 0.11 0.26 0.44
N -0.678012 -2.019996 0.933571 -0.64 -0.15 -0.12
C -1.723094 -1.722512 1.776584 1.25 0.99 -1.98
C -1.868023 -2.284236 2.996543 -0.81 -0.48 1.78
C -2.984288 -4.301393 5.023732 -2.71 0.18 0.59
C -3.491520 -3.389109 5.971264 0.14 -0.06 -0.45
C -4.876378 -3.242061 6.132587 0.37 -0.31 -0.27
N -5.743241 -3.961751 5.411484 -0.01 0.04 0.55
C -5.284342 -4.900120 4.587699 0.69 0.18 -0.32
C -3.922079 -5.118595 4.339215 0.68 0.55 0.24
H 0.575095 -4.624035 2.725288 -0.53 0.51 -0.45
H 0.894508 -3.349958 0.557083 -0.46 0.23 0.45
H -2.380746 -0.924793 1.388636 0.50 -0.46 0.65
H -2.570828 -1.823509 3.709432 0.05 -0.61 -0.52
H -2.771121 -2.765007 6.502512 -0.37 -0.15 0.06
H -5.285972 -2.523273 6.860754 0.17 -0.39 -0.51
H -6.023006 -5.483779 4.040994 0.05 0.10 0.17
H -3.591312 -5.858501 3.599303 -0.17 0.29 0.43


Number 1: E_tot -146938.8447 eV. Number 2: E_tot -235080.1155 eV.